Entry 1:
51
Properties=species:S:1:pos:R:3:forces:R:3:mulliken_charge:R:1 method="wB97M-V/def2-TZVPD" s2=2.00 total_charge=-2 orbital_gap_ev="4.443 / 4.460" multiplicity=3 de_lowest_ev=0.572
Pr -0.427 0.976 1.043 0.1 1.0 -0.4 0.8911
O 2.529 2.840 -2.265 -0.3 -0.7 0.0 -0.7297
C 1.920 2.440 -1.272 0.6 1.8 0.1 -0.0043
N 1.151 1.363 -1.069 -0.5 -1.3 -1.2 0.1960
C 1.107 0.430 -2.105 0.1 -0.8 -0.5 -0.1900
O 1.994 0.080 -2.886 -0.4 0.7 1.0 -0.6660
C -0.237 -0.325 -2.311 1.7 1.8 0.3 0.7292
C -0.536 -0.708 -3.580 -0.3 -0.6 -1.9 -0.5462
C -1.797 -1.271 -3.870 1.4 1.9 0.2 -0.5334
C -2.699 -1.323 -2.843 1.5 -0.3 -0.1 -1.0475
C -2.253 -0.939 -1.588 -1.8 0.0 -0.2 -0.2157
N -1.102 -0.364 -1.327 0.0 -0.7 1.1 0.6382
C 1.999 3.394 -0.076 -1.5 -1.3 1.7 0.2844
C 2.404 4.694 -0.207 1.3 1.0 -1.6 -0.3717
C 2.621 5.479 0.918 -1.0 1.2 -0.9 -0.3866
C 2.330 4.955 2.135 0.2 -0.4 0.6 -0.4958
C 1.852 3.682 2.229 -1.2 -1.8 -2.1 -0.5028
N 1.558 2.924 1.134 1.8 0.8 -0.5 0.2901
H 0.178 -0.419 -4.367 -0.4 -0.6 0.4 0.3883
H -2.068 -1.303 -4.898 -0.3 -0.7 -0.6 0.3644
H -3.692 -1.611 -3.018 -1.3 -0.4 0.1 0.5129
H -3.038 -0.999 -0.861 0.1 0.3 0.9 0.3812
H 2.607 5.038 -1.249 -0.1 -0.2 1.0 0.3553
H 2.753 6.575 0.923 0.5 -0.7 -0.6 0.3004
H 2.407 5.560 2.995 0.2 0.4 1.0 0.4235
H 1.552 3.149 3.083 -0.3 -0.1 1.5 0.4089
Se -2.914 2.263 -0.396 -0.5 -0.6 -0.6 -0.1045
Se -1.784 3.845 0.764 0.7 0.3 0.4 -0.6597
Te -6.269 0.242 -0.187 0.5 0.3 0.2 -0.6995
Se -4.852 2.122 0.945 -0.6 -0.6 0.0 -0.3530
Br -3.067 -5.672 2.665 0.4 0.8 -0.1 -0.2278
C -2.343 -3.948 2.160 -2.8 1.5 -0.5 -0.1222
C -3.216 -2.817 1.968 -0.1 -2.1 1.5 -0.7772
C -2.609 -1.629 1.642 -2.2 0.9 0.1 -0.0611
N -1.349 -1.530 1.343 1.9 0.3 -0.5 0.4113
C -0.551 -2.596 1.367 -0.2 0.9 -0.4 0.2616
C -1.041 -3.809 1.845 2.0 -0.9 0.0 -0.5712
C 0.827 -2.352 0.818 1.0 -0.1 0.1 0.8170
C 1.619 -3.461 0.355 -1.2 0.5 1.2 -0.9805
C 2.876 -3.180 -0.112 0.2 1.2 -0.2 -0.0093
Br 3.814 -4.535 -1.026 0.3 -0.1 0.1 -0.2126
C 3.407 -1.839 -0.054 -1.3 -2.8 -0.2 -0.8636
C 2.592 -0.881 0.392 -3.2 0.5 1.4 -0.2198
N 1.283 -1.085 0.775 0.3 -1.6 -0.1 0.4023
H -4.284 -2.878 2.265 0.9 0.1 -0.6 0.3999
H -3.206 -0.686 1.562 0.3 -0.9 0.2 0.2471
H -0.375 -4.646 2.039 0.0 0.1 -0.3 0.4231
H 1.145 -4.468 0.483 0.9 0.9 -0.6 0.3433
H 4.333 -1.542 -0.418 1.7 0.0 -0.6 0.5196
H 2.831 0.143 0.532 0.7 0.7 -0.3 0.4733
Se 0.020 0.624 3.604 0.1 -0.2 0.6 -0.9108

=====

Entry 2:
85
Properties=species:S:1:pos:R:3:forces:R:3:mulliken_charge:R:1 method="wB97M-V/def2-TZVPD" s2=2.09 total_charge=0 orbital_gap_ev="4.253 / 5.454" multiplicity=3
Ti -0.290 0.142 -0.293 1.4 1.6 2.0 -1.2086
C 1.132 -0.364 2.675 -0.3 0.0 -0.1 -2.1163
C -0.400 -0.512 2.650 0.3 0.6 0.4 0.8891
C -2.296 -1.099 4.217 -0.5 -0.3 -0.4 -1.0776
C -3.324 -1.044 3.358 0.2 0.0 0.9 -1.1494
C -3.238 -1.263 1.961 0.6 -0.1 -1.0 -0.6910
C -2.132 -1.286 1.144 -1.3 -0.3 0.4 1.6363
N -0.800 -0.995 1.338 0.5 -0.4 0.0 -0.1178
C -2.370 -1.693 -0.244 -0.2 -0.1 0.1 -0.3709
C -3.205 -2.691 -0.733 -0.1 0.2 -0.1 -1.3162
C -3.034 -3.122 -2.044 0.2 0.2 0.2 -0.7601
C -1.963 -2.655 -2.798 0.0 0.4 0.0 -1.2800
C -1.163 -1.659 -2.255 -0.1 -0.3 -0.3 -0.6721
N -1.477 -1.125 -1.063 -1.3 -1.8 -0.9 1.0045
C 0.181 -1.223 -2.642 -0.2 -0.2 -1.4 1.7813
C 0.467 -1.120 -3.980 -0.6 -0.2 1.0 -0.6487
C 1.694 -0.770 -4.604 0.8 0.1 -0.2 -1.1147
C 2.898 -0.755 -4.016 -0.4 -0.2 -0.3 -1.1271
C 2.236 -0.425 -1.584 0.4 0.4 0.1 0.8225
C 2.856 -0.568 -0.179 -0.4 0.2 -0.2 -0.9426
N 0.897 -0.978 -1.494 0.2 -0.4 0.2 -0.2149
H 1.470 -0.120 3.678 0.0 0.2 -0.2 0.8470
H 1.421 0.470 2.018 0.1 -0.2 0.0 0.2737
H 1.608 -1.298 2.377 0.1 0.1 -0.1 0.2743
H -2.477 -0.912 5.264 0.0 0.0 0.1 0.4267
H -4.314 -0.862 3.753 0.0 0.1 0.0 0.3905
H -4.184 -1.412 1.457 0.0 -0.1 -0.1 0.5118
H -3.932 -3.153 -0.086 0.0 -0.1 0.1 0.5607
H -3.664 -3.904 -2.439 -0.1 -0.1 0.0 0.4521
H -1.712 -3.095 -3.749 0.1 0.0 -0.1 0.5457
H -0.369 -1.285 -4.649 -0.1 -0.1 0.1 0.4489
H 1.632 -0.523 -5.654 0.0 0.1 -0.1 0.4066
H 3.759 -0.458 -4.591 0.1 0.1 -0.1 0.4495
H 3.516 -1.431 -0.126 -0.1 -0.1 0.2 0.7039
H 2.016 -0.731 0.497 0.4 0.0 0.2 -0.3021
H 3.425 0.315 0.109 0.0 0.0 0.1 0.3421
C 2.871 -2.692 -2.451 0.1 0.0 0.0 -1.5363
C 3.151 -1.185 -2.601 -0.1 0.0 0.0 2.9054
C 4.574 -0.855 -2.271 0.3 0.1 -0.1 -1.1634
C 5.080 0.395 -2.288 0.2 -0.4 0.0 -0.9956
C 4.395 1.615 -2.502 0.1 0.1 -0.1 -1.1171
C 3.043 1.917 -2.402 -0.6 0.0 0.2 1.6683
C 2.631 3.322 -2.761 0.0 0.0 -0.1 -1.7791
C 2.057 1.046 -1.941 1.1 -0.2 -0.4 -0.1056
N 0.766 1.421 -1.685 -0.7 0.4 0.7 0.5122
C -0.037 1.890 -2.662 0.2 0.1 -0.5 0.0927
O 0.248 2.101 -3.833 -0.4 0.1 0.2 -0.7171
C -1.404 2.132 -2.108 -0.3 0.3 -0.2 -0.0575
C -2.389 2.848 -2.771 0.1 -0.1 0.1 -0.6811
C -3.562 3.162 -2.093 0.4 -0.2 0.2 -0.5791
C -3.651 2.833 -0.749 0.2 -0.2 0.0 -0.6873
C -2.619 2.114 -0.161 -0.3 0.2 -0.1 0.0182
N -1.553 1.691 -0.852 -1.1 0.8 -0.9 0.6750
C -2.569 1.843 1.302 0.5 -0.6 0.8 0.1712
O -3.531 2.012 2.040 -0.4 0.2 -0.3 -0.7441
N -1.362 1.349 1.617 0.2 0.9 -2.0 0.4974
C -0.982 0.888 2.815 0.3 -0.2 1.5 0.1274
C -0.960 1.647 4.000 -0.2 0.0 -1.0 1.3280
C -1.488 3.054 3.900 -0.1 0.0 0.0 -1.8602
C -0.444 1.243 5.215 0.2 -0.1 0.6 -0.9724
C 0.068 -0.011 5.650 0.0 -0.2 0.1 -1.0172
C -0.049 -1.208 5.040 0.1 0.0 0.3 -1.5447
C -0.885 -1.439 3.820 -0.1 -0.1 0.1 3.3006
C -0.812 -2.907 3.377 0.0 0.1 0.1 -1.5661
H 3.763 -3.274 -2.671 0.1 0.0 -0.1 0.5371
H 2.085 -2.990 -3.136 -0.1 -0.1 0.0 0.2821
H 2.532 -2.927 -1.444 0.1 -0.1 0.1 0.2356
H 5.243 -1.686 -2.105 0.1 -0.1 0.1 0.3955
H 6.152 0.494 -2.170 0.1 0.0 0.0 0.4305
H 5.035 2.453 -2.750 0.0 0.1 0.0 0.3589
H 3.496 3.976 -2.845 0.0 0.0 0.1 0.5127
H 1.939 3.734 -2.025 0.0 0.0 0.0 0.2742
H 2.112 3.303 -3.720 0.0 0.1 0.1 0.2444
H -2.219 3.143 -3.794 0.1 0.0 -0.1 0.5682
H -4.364 3.688 -2.585 -0.1 0.1 -0.1 0.4838
H -4.493 3.107 -0.133 0.0 0.0 0.1 0.5604
H -1.094 3.556 3.016 0.0 0.1 0.0 0.2921
H -1.231 3.637 4.780 0.1 0.0 0.1 0.5035
H -2.573 3.028 3.795 0.0 0.1 0.0 0.2491
H -0.410 2.011 5.979 0.0 0.1 0.0 0.3580
H 0.588 0.011 6.600 0.1 0.0 0.1 0.4247
H 0.393 -2.081 5.495 0.2 -0.1 0.1 0.3893
H -0.823 -3.559 4.248 0.0 -0.1 0.1 0.5573
H 0.085 -3.093 2.791 0.2 -0.1 0.0 0.2081
H -1.669 -3.153 2.759 0.0 -0.1 -0.1 0.3046

=====

Entry 3:
84
Properties=species:S:1:pos:R:3:forces:R:3:mulliken_charge:R:1 method="wB97M-V/def2-TZVPD" total_charge=0 orbital_gap_ev=8.929 multiplicity=1
C -4.575 2.916 0.581 0.5 -1.4 -0.1 -0.4437
C -3.946 1.949 1.791 -0.2 1.4 -0.6 -0.4512
O -3.140 0.920 1.066 0.0 0.2 3.1 -0.0434
C -2.181 0.266 1.978 0.4 -1.2 -0.7 -0.5887
C -0.677 0.963 1.855 0.1 -0.9 -0.3 -0.1088
O -0.825 2.172 1.031 2.3 -1.3 -2.3 -0.4653
B -0.083 2.082 -0.241 -0.9 -0.5 -0.2 0.3745
O -0.792 2.277 -1.555 2.5 3.1 2.7 -0.2292
B -0.263 3.592 -2.021 0.4 -0.9 -0.8 0.2271
C -1.270 4.836 -2.432 -1.1 0.3 0.2 -0.4825
C -2.355 5.133 -1.235 1.7 2.2 2.6 -0.0073
N -2.017 5.880 -0.133 -0.6 -2.8 -4.4 -0.6373
O 1.199 3.760 -2.142 -2.0 -2.0 3.6 -0.4192
B 1.907 3.031 -1.047 1.1 -0.5 -1.0 -0.0330
C 3.423 3.555 -0.655 0.0 0.7 -0.4 -0.4427
B 3.433 4.053 0.925 0.3 0.8 0.7 0.6717
O 2.952 3.145 1.988 -0.7 2.5 -1.4 -0.4767
O 3.943 5.405 1.272 -0.9 -3.9 1.5 -0.5348
O 1.374 1.857 -0.321 -2.6 3.4 -1.0 0.1135
H -3.879 2.749 -0.371 -1.4 0.5 2.2 -0.2464
H -4.613 4.048 0.878 -0.1 -2.3 -0.6 0.3522
H -5.620 2.454 0.291 2.0 1.3 0.6 0.3001
H -4.829 1.496 2.411 1.7 0.4 -1.2 0.2865
H -3.277 2.573 2.553 -1.2 -1.3 -1.8 0.3019
H -2.040 -0.842 1.558 -0.4 2.3 1.0 0.1650
H -2.567 0.180 3.085 0.7 0.4 -2.2 0.3106
H 0.042 0.234 1.258 -1.5 1.2 1.6 0.1660
H -0.201 1.176 2.905 -1.0 -0.2 -2.0 0.2028
H -0.653 5.832 -2.582 -1.3 -2.1 0.1 0.2764
H -1.907 4.562 -3.403 1.6 0.7 1.9 0.2876
H -3.461 4.739 -1.312 2.4 0.8 0.2 0.3518
H -1.005 6.196 -0.210 -1.4 -0.6 -0.1 0.2797
H 3.659 4.492 -1.322 -0.2 -1.9 1.2 0.0433
H 4.253 2.722 -0.841 -1.8 1.7 0.5 0.2504
H 1.976 3.277 2.183 1.8 -0.2 -0.4 0.3002
H 4.070 5.356 2.282 -0.4 0.4 -2.1 0.3130
C -2.268 -1.234 -6.339 -0.1 -0.2 -0.2 -1.1864
C -1.998 0.221 -6.070 0.1 1.0 -0.3 0.7645
O -1.927 1.051 -6.974 -0.1 -0.5 0.4 -0.6710
N -1.830 0.612 -4.773 0.0 -0.1 -0.7 -0.0297
C -1.876 -0.201 -3.581 0.0 0.4 0.3 -0.5426
H -2.379 -1.391 -7.416 0.1 0.2 0.2 0.2937
H -1.431 -1.842 -5.986 -0.2 -0.1 0.1 0.3299
H -3.196 -1.540 -5.848 0.2 -0.1 0.1 0.3163
H -1.652 1.604 -4.673 -0.1 -0.3 0.0 0.0841
H -2.664 0.191 -2.934 0.1 -0.4 0.2 0.2132
H -0.914 -0.109 -3.071 -0.1 -0.2 0.2 0.1054
H -2.073 -1.251 -3.800 0.0 0.2 -0.1 0.3565
C 3.339 -2.493 3.440 0.1 -0.2 0.0 -1.0526
C 2.785 -1.486 4.409 -0.4 0.3 1.0 0.5880
O 2.416 -1.800 5.540 0.2 0.0 -0.6 -0.6839
N 2.696 -0.186 4.003 -0.1 -0.8 0.3 -0.0819
C 3.072 0.380 2.729 -0.1 0.3 0.3 -0.3997
H 3.347 -3.482 3.906 -0.1 0.3 0.0 0.2975
H 2.711 -2.537 2.546 0.2 0.0 -0.1 0.3381
H 4.365 -2.229 3.172 -0.1 0.0 -0.2 0.3353
H 2.313 0.431 4.710 0.2 -0.2 -0.2 0.2308
H 3.826 1.149 2.910 -0.1 -0.1 -0.4 0.2101
H 2.185 0.843 2.290 0.3 0.0 -0.3 -0.0375
H 3.471 -0.368 2.042 -0.1 0.0 0.2 0.2529
C 6.733 -4.551 -0.089 0.1 0.1 -0.2 -1.2511
C 6.746 -4.366 1.403 0.5 0.6 0.8 0.8275
O 7.509 -3.577 1.958 -0.5 -0.4 -0.4 -0.6616
N 5.875 -5.106 2.149 0.4 0.4 -0.3 -0.1572
C 4.908 -6.077 1.692 0.0 0.0 0.5 -0.8380
H 7.479 -3.895 -0.545 -0.2 -0.1 0.3 0.3031
H 6.982 -5.586 -0.340 -0.2 0.1 -0.1 0.3558
H 5.750 -4.288 -0.490 0.1 -0.2 -0.1 0.3255
H 5.944 -4.926 3.143 0.0 -0.1 -0.2 0.2337
H 3.918 -5.747 2.016 -0.1 -0.2 -0.2 0.2461
H 5.140 -7.034 2.165 -0.2 -0.1 -0.2 0.3188
H 4.916 -6.195 0.608 0.1 0.1 0.2 0.3169
C -5.274 -3.578 -1.548 0.0 -0.2 -0.2 -1.4045
C -5.004 -2.123 -1.279 0.1 0.9 -0.2 0.9113
O -4.932 -1.293 -2.183 0.0 -0.5 0.4 -0.6525
N -4.835 -1.733 0.018 -0.1 -0.2 -0.8 -0.0182
C -4.881 -2.546 1.210 0.1 0.4 0.1 -0.8931
H -5.385 -3.735 -2.625 0.0 0.2 0.3 0.2973
H -4.437 -4.186 -1.195 -0.2 -0.1 0.1 0.3600
H -6.201 -3.884 -1.057 0.2 -0.1 0.0 0.3981
H -4.657 -0.740 0.118 0.1 -0.1 0.1 0.0741
H -5.670 -2.153 1.857 0.1 -0.3 0.2 0.2838
H -3.919 -2.453 1.720 -0.1 -0.2 0.2 0.2179
H -5.078 -3.596 0.991 0.0 0.2 0.0 0.4113

=====

Entry 4:
38
Properties=species:S:1:pos:R:3:forces:R:3:mulliken_charge:R:1 method="wB97M-V/def2-TZVPD" total_charge=-1 orbital_gap_ev=8.601 multiplicity=1
N 0.073 -1.180 1.745 -0.2 0.4 0.2 -0.4475
C -1.083 -0.807 0.925 0.1 0.0 -0.1 -0.4704
C -1.797 -2.023 0.334 0.0 0.0 0.0 -0.5421
C -1.226 -2.657 -0.942 -0.1 0.0 0.0 -0.8019
S 0.531 -2.886 -1.210 0.0 -0.1 0.2 1.1916
O 0.612 -3.363 -2.570 0.0 0.0 -0.1 -0.6976
O 1.027 -3.745 -0.167 0.0 0.0 0.0 -0.6961
N 1.267 -1.465 -1.025 -0.3 0.0 0.2 -0.4063
S 1.028 -0.272 -1.973 0.4 0.0 -0.3 1.1354
O 1.379 0.962 -1.341 0.0 0.0 0.1 -0.6266
O -0.185 -0.277 -2.756 -0.1 0.1 0.0 -0.6330
F 2.168 -0.456 -3.083 -0.1 0.0 0.0 -0.3251
H -0.109 -0.964 2.718 0.1 -0.1 0.0 0.1793
H 0.876 -0.624 1.477 0.1 -0.2 -0.1 0.2259
H -1.817 -0.240 1.513 0.0 -0.1 0.0 0.4168
H -0.772 -0.143 0.119 0.0 0.0 0.0 0.1832
H -2.809 -1.699 0.064 0.0 -0.1 0.0 0.3344
H -1.906 -2.781 1.113 0.1 0.0 0.0 0.2765
H -1.576 -2.132 -1.830 0.1 0.1 0.0 0.3852
H -1.563 -3.694 -1.022 -0.1 0.1 0.0 0.3594
C 2.401 1.028 6.126 0.0 0.0 0.0 -1.0592
C 2.126 0.314 4.815 0.0 0.0 -0.1 -0.2419
O 0.776 -0.121 4.707 -0.1 0.1 0.2 -0.5118
H 2.162 0.380 6.970 0.0 0.0 0.0 0.2673
H 3.450 1.320 6.194 0.0 0.0 0.0 0.3378
H 1.794 1.933 6.209 0.0 0.0 0.0 0.3285
H 2.726 -0.591 4.736 0.0 0.0 0.0 0.2965
H 2.387 0.957 3.968 0.0 0.0 0.0 0.2673
H 0.205 0.653 4.742 0.0 0.0 0.0 0.2823
C -1.957 2.464 -5.144 0.0 0.0 0.0 -0.9431
C -0.911 3.215 -4.336 0.0 0.0 0.0 -0.2088
O -0.902 2.833 -2.976 -0.1 -0.1 -0.1 -0.4756
H -2.949 2.625 -4.720 0.0 0.0 0.0 0.2476
H -1.961 2.796 -6.185 0.0 0.0 0.0 0.3328
H -1.750 1.393 -5.127 0.0 0.0 0.0 0.2791
H -1.120 4.287 -4.347 0.0 0.0 0.0 0.2872
H 0.079 3.068 -4.784 0.0 0.0 0.0 0.2396
H -0.674 1.891 -2.938 0.1 0.0 0.2 0.2333

=====

Entry 5:
72
Properties=species:S:1:pos:R:3:forces:R:3:mulliken_charge:R:1 method="wB97M-V/def2-TZVPD" total_charge=+1 orbital_gap_ev=9.639 multiplicity=1
C -0.341 -3.010 3.499 0.2 -0.2 0.0 -1.0472
C -0.608 -1.592 3.960 -0.5 0.0 0.1 -0.4747
N 0.129 -0.513 3.258 0.5 -0.7 -0.4 0.1869
C 1.588 -0.696 3.157 -0.4 0.1 -0.3 -1.5355
C 2.104 -1.319 1.845 0.6 0.4 0.2 0.7161
C 3.396 -0.586 1.389 -0.7 -0.1 0.0 -2.0271
C 3.225 0.566 0.397 0.7 0.4 0.7 -0.2966
C 2.877 1.933 1.047 -0.3 -0.3 -1.0 -1.0753
C 1.502 2.454 0.650 0.2 0.9 0.6 0.0862
O 1.573 3.849 0.359 -0.2 -0.4 0.0 -0.5076
C 0.284 4.446 0.356 0.5 0.2 -0.1 -0.5216
C 1.036 -1.441 0.783 -0.1 0.0 -0.1 -2.0682
N -0.025 -0.398 0.842 -0.4 -1.1 0.7 2.0544
C -1.145 -0.783 -0.033 0.8 0.5 0.8 -0.1282
C -1.224 -0.174 -1.250 0.2 0.4 -0.8 -0.7251
C -2.236 -0.547 -2.114 0.2 0.1 0.2 -0.7868
C -3.122 -1.491 -1.656 -0.2 0.1 -0.6 -0.4169
C -2.957 -2.012 -0.398 -0.3 -0.7 0.9 -0.6707
N -1.972 -1.703 0.446 0.0 0.5 -0.7 -0.1596
C -0.460 -0.095 2.093 -0.3 0.5 0.0 -0.6095
N -1.492 0.701 2.226 -0.1 0.2 0.0 0.0726
H -0.792 -3.704 4.199 -0.2 -0.1 0.2 0.4699
H 0.713 -3.262 3.475 0.3 0.1 0.0 0.2492
H -0.765 -3.218 2.527 -0.1 0.1 -0.3 0.1934
H -0.414 -1.504 5.022 0.2 0.2 0.2 0.4667
H -1.670 -1.408 3.834 -0.2 0.2 0.0 0.3690
H 2.018 0.289 3.274 0.2 0.2 0.1 0.5623
H 1.893 -1.300 4.000 0.1 0.0 0.2 0.3160
H 2.405 -2.334 2.067 0.0 -0.3 0.0 0.7602
H 3.864 -0.168 2.275 0.2 0.0 0.2 0.4708
H 4.083 -1.336 1.018 0.1 -0.1 -0.3 0.5898
H 4.200 0.710 -0.059 0.2 -0.1 -0.2 0.6316
H 2.550 0.337 -0.420 -0.2 -0.1 -0.1 0.1781
H 3.001 1.896 2.121 0.0 0.0 0.2 0.3090
H 3.582 2.670 0.680 0.2 0.2 0.0 0.4384
H 0.813 2.329 1.488 -0.3 -0.2 -0.1 0.2779
H 1.124 1.957 -0.240 -0.2 -0.3 -0.1 0.1130
H 0.237 5.173 -0.448 0.1 0.2 -0.1 0.3205
H -0.512 3.724 0.179 -0.1 -0.2 0.1 0.0536
H 0.136 4.963 1.299 -0.3 0.0 0.2 0.2773
H 1.479 -1.386 -0.197 0.1 0.1 -0.3 0.8665
H 0.575 -2.421 0.842 -0.3 -0.1 0.1 0.5916
H -0.500 0.574 -1.523 0.2 0.1 0.0 0.5022
H -2.318 -0.101 -3.089 -0.1 0.0 -0.2 0.6175
H -3.938 -1.830 -2.269 -0.2 -0.1 -0.1 0.4586
H -3.676 -2.737 -0.048 0.0 -0.1 0.2 0.4294
H -1.786 0.950 3.154 0.0 0.1 0.1 0.3167
H -1.982 1.140 1.453 -0.3 -0.4 0.0 0.1454
C 4.609 -0.935 -2.927 0.0 0.0 0.0 -0.7879
C 4.591 -2.312 -3.581 0.1 0.2 0.0 -0.4937
C 3.248 -3.032 -3.417 0.2 0.0 0.0 -0.5344
C 2.935 -3.240 -2.001 -0.2 -0.2 0.5 0.3698
N 2.699 -3.393 -0.883 0.2 0.1 -0.6 -0.4535
H 4.460 -1.005 -1.848 0.0 0.0 0.0 -0.0059
H 5.568 -0.446 -3.093 0.0 0.0 0.0 0.4011
H 3.828 -0.293 -3.340 0.0 0.0 0.0 0.2939
H 5.387 -2.925 -3.155 0.0 -0.1 0.0 0.3134
H 4.802 -2.211 -4.646 -0.1 -0.1 0.0 0.3176
H 3.272 -4.004 -3.909 -0.1 0.0 0.0 0.3352
H 2.443 -2.449 -3.867 0.0 0.0 0.0 0.2760
C -6.623 1.817 -1.800 0.0 0.0 0.0 -1.1236
C -5.725 3.046 -1.901 -0.2 -0.1 0.0 -0.5312
C -4.237 2.710 -1.737 -0.2 0.2 0.1 -0.2602
C -3.976 2.114 -0.427 0.2 -0.3 0.5 0.3016
N -3.777 1.634 0.603 0.0 0.3 -0.6 -0.5773
H -6.551 1.347 -0.818 0.0 0.0 0.0 0.3498
H -7.664 2.094 -1.953 0.0 0.0 0.0 0.3455
H -6.358 1.074 -2.555 0.0 0.0 0.0 0.2760
H -6.019 3.773 -1.143 0.1 0.0 0.0 0.3044
H -5.867 3.521 -2.871 0.1 0.0 0.0 0.3399
H -3.628 3.611 -1.830 0.1 0.0 0.0 0.3474
H -3.917 2.006 -2.506 0.0 0.0 0.0 0.1558